1.
Molecular formula: C3H4N2OS
Method: DFT, wB97M-V/def2-TZVPD

Summary:
Energy above the lowest of the compared OMol25 structures with the same formula, charge and spin: 120.6 kcal/mol
Lowest unoccupied orbital energy: 0.266 eV
Energy: -699.47992 hartree
E_HOMO: -8.8 eV
Kohn-Sham gap: 9.05 eV

Structure (ORCA input):
```
! RIJCOSX wB97M-V def2-TZVPD def2/J DEFGRID3
* xyz 0 1
C -0.02241 1.96526 1.07780
C -0.88771 1.37440 0.10487
C 0.72912 1.00039 1.41705
N -1.33763 0.28825 -0.03241
N -1.63497 -0.83265 -0.40743
O 1.32821 0.03862 1.57215
S 1.38855 -2.41025 -1.82567
H -0.08230 2.93748 1.36692
H 2.12264 -1.51340 -1.11716
H -2.32745 -1.45251 -0.03698
H 0.72395 -1.39558 -2.11914
*
```

These are the natural (NBO) partial charges, in e, on atoms 1 to 6: -0.600, 0.153, 0.743, -0.001, -0.504, -0.425

2.
Molecular formula: C3H4N2OS
Method: DFT, wB97M-V/def2-TZVPD

Summary:
SMILES: N=[S@@]1(=O)C=CN=C1
Energy above the lowest of the compared OMol25 structures with the same formula, charge and spin: 110.9 kcal/mol
Lowest unoccupied orbital energy: -0.877 eV
Energy: -699.49535 hartree
E_HOMO: -9.8 eV
Kohn-Sham gap: 8.91 eV

Structure (ORCA input):
```
! RIJCOSX wB97M-V def2-TZVPD def2/J DEFGRID3
* xyz 0 1
N -1.02252 2.10013 0.04164
S -0.91155 0.52949 0.27791
O -2.16701 -0.03942 0.84054
C -0.24263 -0.78626 -1.11216
C 0.84871 -1.24131 -0.58180
N 1.41953 -0.63200 0.60115
C 0.62465 0.09762 1.20652
H -0.09683 2.26920 -0.28433
H -0.77751 -0.99594 -2.01731
H 1.48658 -2.09431 -0.90429
H 0.83858 0.79279 1.93213
*
```

These are the natural (NBO) partial charges, in e, on atoms 1 to 6: -1.016, 1.764, -0.886, -0.365, -0.084, -0.351

3.
Molecular formula: C3H4N2OS
Method: DFT, wB97M-V/def2-TZVPD

Summary:
SMILES: N=C=CS.N=C=O
Energy above the lowest of the compared OMol25 structures with the same formula, charge and spin: 61.3 kcal/mol
Lowest unoccupied orbital energy: 0.399 eV
Energy: -699.57441 hartree
E_HOMO: -9.0 eV
Kohn-Sham gap: 9.37 eV

Structure (ORCA input):
```
! RIJCOSX wB97M-V def2-TZVPD def2/J DEFGRID3
* xyz 0 1
N 2.19805 0.23693 1.21989
C 0.98386 0.29425 1.08084
C -0.27012 0.32919 0.88668
S -1.02294 1.71142 0.07588
H 2.84010 -0.18080 0.54024
H -1.03789 -0.36200 1.10935
H -1.93525 1.90959 1.14982
N -0.08761 -0.81024 -2.09014
C -0.77418 -1.18300 -1.18269
O -1.51063 -1.93387 -0.59985
H 0.61662 -0.01146 -2.19002
*
```

These are the natural (NBO) partial charges, in e, on atoms 1 to 6: -0.617, 0.429, -0.616, -0.001, 0.393, 0.280

4.
Molecular formula: C3H4N2OS
Method: DFT, wB97M-V/def2-TZVPD

Summary:
SMILES: Cc1no[nH]c1=S
Energy above the lowest of the compared OMol25 structures with the same formula, charge and spin: 87.1 kcal/mol
Lowest unoccupied orbital energy: -0.243 eV
Energy: -699.53340 hartree
E_HOMO: -8.7 eV
Kohn-Sham gap: 8.43 eV

Structure (ORCA input):
```
! RIJCOSX wB97M-V def2-TZVPD def2/J DEFGRID3
* xyz 0 1
C -1.65016 0.34049 -0.20126
C -0.35928 -0.29576 -0.22450
N -0.07238 -1.52857 -0.42464
O 1.37237 -1.62661 -0.28812
N 1.80129 -0.44572 0.18760
C 0.78241 0.43341 0.25070
S 1.03821 1.96340 0.72873
H -2.25110 -0.23631 -0.89391
H -1.28124 1.44136 -0.52225
H -2.07360 0.39131 0.82633
H 2.69348 -0.43699 0.56133
*
```

These are the natural (NBO) partial charges, in e, on atoms 1 to 6: -0.663, 0.119, -0.042, -0.184, -0.234, -0.020

5.
Molecular formula: C3H4N2OS
Method: DFT, wB97M-V/def2-TZVPD

Summary:
SMILES: S=C1NCC=NO1
Energy above the lowest of the compared OMol25 structures with the same formula, charge and spin: 59.2 kcal/mol
Lowest unoccupied orbital energy: 0.346 eV
Energy: -699.57782 hartree
E_HOMO: -8.5 eV
Kohn-Sham gap: 8.85 eV

Structure (ORCA input):
```
! RIJCOSX wB97M-V def2-TZVPD def2/J DEFGRID3
* xyz 0 1
S -2.24512 0.01485 0.05262
C -0.59001 -0.07328 -0.07134
N 0.08107 1.10129 -0.13550
C 1.53748 1.18068 0.10161
C 2.12950 -0.18679 0.03645
N 1.45142 -1.25355 -0.05814
O 0.05483 -1.21893 -0.00247
H -0.52084 1.86597 -0.30936
H 1.90365 1.87123 -0.72207
H 1.71122 1.60926 1.08129
H 3.20015 -0.29041 0.08321
*
```

These are the natural (NBO) partial charges, in e, on atoms 1 to 6: -0.216, 0.393, -0.611, -0.289, 0.039, -0.080

6.
Molecular formula: C3H4N2OS
Method: DFT, wB97M-V/def2-TZVPD

Summary:
SMILES: N#C[C@@H](S)C(N)=O
Energy above the lowest of the compared OMol25 structures with the same formula, charge and spin: 24.5 kcal/mol
Lowest unoccupied orbital energy: 0.227 eV
Energy: -699.63306 hartree
E_HOMO: -10.2 eV
Kohn-Sham gap: 10.47 eV

Structure (ORCA input):
```
! RIJCOSX wB97M-V def2-TZVPD def2/J DEFGRID3
* xyz 0 1
N -0.69091 2.79176 1.21422
C -0.56562 1.67712 1.00092
C -0.44293 0.32336 0.62380
S -1.76163 -0.08098 -0.51620
C 0.91740 -0.14132 0.11879
N 0.82381 -1.23647 -0.73058
O 1.96711 0.39296 0.42583
H -0.92210 -0.32743 1.47345
H -1.07086 0.00004 -1.68712
H 0.02713 -1.67396 -1.10198
H 1.71861 -1.72508 -0.82114
*
```

These are the natural (NBO) partial charges, in e, on atoms 1 to 6: -0.264, 0.257, -0.558, 0.033, 0.677, -0.843

7.
Molecular formula: C3H4N2OS
Method: DFT, wB97M-V/def2-TZVPD

Summary:
Energy above the lowest of the compared OMol25 structures with the same formula, charge and spin: 90.1 kcal/mol
Lowest unoccupied orbital energy (spin up / spin down): 0.061 / -2.676 eV
Energy: -699.39308 hartree
E_HOMO (spin up / spin down): -5.9 / -9.5 eV
Kohn-Sham gap (spin up / spin down): 5.94 / 6.82 eV

Structure (ORCA input):
```
! RIJCOSX wB97M-V def2-TZVPD def2/J DEFGRID3
* xyz 0 3
C -1.32899 0.01194 -0.21392
C -0.59581 1.17636 -0.31491
C -0.84193 -1.34824 -0.26161
N 0.40598 -1.67273 -0.25507
N 2.09899 0.06178 1.41145
O 0.65766 1.38612 -0.54768
S 1.75043 -0.13569 -0.08420
H -2.44416 -0.01796 -0.34230
H -1.13755 2.12108 -0.33004
H -1.44689 -2.20665 -0.57813
H 2.88227 0.62400 1.51641
*
```

These are the natural (NBO) partial charges, in e, on atoms 1 to 6: -0.087, 0.084, -0.182, -0.401, -0.998, -0.570

8.
Molecular formula: C3H4N2OS
Method: DFT, wB97M-V/def2-TZVPD

Summary:
Energy above the lowest of the compared OMol25 structures with the same formula, charge and spin: 68.3 kcal/mol
Lowest unoccupied orbital energy (spin up / spin down): 0.236 / -0.966 eV
Energy: -699.42787 hartree
E_HOMO (spin up / spin down): -5.7 / -8.8 eV
Kohn-Sham gap (spin up / spin down): 5.96 / 7.84 eV

Structure (ORCA input):
```
! RIJCOSX wB97M-V def2-TZVPD def2/J DEFGRID3
* xyz 0 3
C -0.57105 1.58158 0.07097
C 0.73539 1.06262 -0.05536
C -1.62770 0.72918 0.12762
N 0.86155 -0.26148 -0.13293
N -0.01002 -1.19496 0.07620
O 0.77803 -2.35744 -0.13140
S -2.83530 -0.23024 -0.14953
H -0.82422 2.64047 0.27611
H 1.48847 1.75664 0.09715
H 1.80434 -0.60304 -0.29347
H 0.20052 -3.12332 0.11464
*
```

These are the natural (NBO) partial charges, in e, on atoms 1 to 6: -0.382, 0.020, -0.245, -0.340, 0.091, -0.591